C32H66N7O6 | ωB97M-V/def2-TZVPD

As for the spin multiplicity: 1. The frontier orbital gap is 6.89 eV. The HOMO energy comes out at -9.73 eV. For the lowest unoccupied orbital energy, the calculation gives -2.85 eV. Its net charge is +1.

Last column: Mulliken charge in e.
Cartesian coordinates (Å):
C1 4.79594 4.85757 1.67054  -1.092
C2 4.79024 5.99448 0.64146  -0.559
C3 3.36495 6.53368 0.28774  0.305
C4 3.12817 7.74825 1.18580  -0.836
N1 1.77776 8.34337 1.13216  0.172
C5 1.59233 9.56766 0.62793  0.073
N2 0.31659 9.90153 0.70738  -0.588
C6 -0.31819 8.87267 1.28598  0.288
N3 -1.64152 8.88089 1.56232  -0.326
N4 0.58162 7.88820 1.52448  0.292
C7 0.28490 6.57379 2.14030  -1.542
C8 -0.29640 5.53844 1.18504  1.050
C9 -1.41609 5.81262 0.41341  -0.200
C10 -1.97322 4.88439 -0.41768  -1.166
C11 -1.44888 3.60914 -0.52694  -0.373
C12 -0.32430 3.33221 0.20860  -0.715
C13 0.24814 4.26394 1.05132  1.226
C14 1.48633 3.78122 1.79789  -1.840
H1 4.51620 3.89576 1.22605  0.265
H2 4.16107 5.05406 2.54252  0.243
H3 5.81259 4.70960 2.05804  0.408
H4 5.34655 6.83380 1.08976  0.311
H5 5.35285 5.70422 -0.24939  0.407
H6 2.59077 5.76696 0.38920  -0.121
H7 3.41871 6.81293 -0.77200  0.286
H8 3.80832 8.53670 0.85021  0.266
H9 3.41542 7.54696 2.22731  0.281
H10 2.35944 10.21177 0.22079  0.364
H11 -2.36214 9.05652 0.88484  0.247
H12 -1.92211 8.72399 2.51799  0.236
H13 1.15973 6.23132 2.69089  0.438
H14 -0.48514 6.77554 2.89566  0.483
H15 -1.91568 6.77480 0.45196  0.341
H16 -2.85620 5.14535 -0.99633  0.406
H17 -1.92754 2.88782 -1.18333  0.450
H18 0.08504 2.32585 0.12767  0.480
H19 1.31644 2.83558 2.31966  0.598
H20 1.90382 4.51767 2.48458  0.128
H21 2.25073 3.59642 1.03167  0.317
C15 -3.31111 0.28993 0.57976  -0.401
O1 -2.89781 0.11407 -0.76600  -0.398
C16 -1.52238 -0.23271 -0.89431  -0.444
C17 -1.37296 -1.63990 -1.43704  -0.309
N5 -1.78580 -2.61987 -0.43591  0.147
C18 -1.88390 -3.98670 -0.94647  -0.658
C19 -2.96565 -4.27319 -1.98519  -0.645
O2 -4.28546 -4.15708 -1.48592  -0.494
C20 -4.84139 -2.85594 -1.54714  -0.520
H22 -4.33923 0.64910 0.56698  0.272
H23 -3.28190 -0.65540 1.13099  0.071
H24 -2.68751 1.03184 1.08893  0.251
H25 -0.98193 -0.11150 0.05053  0.219
H26 -1.08853 0.46726 -1.61795  0.375
H27 -0.32805 -1.81217 -1.70762  0.264
H28 -1.98006 -1.71418 -2.34802  0.060
H29 -2.68968 -2.35320 -0.06475  -0.116
H30 -2.07832 -4.63258 -0.08593  0.146
H31 -0.91036 -4.28404 -1.34886  0.495
H32 -2.85245 -5.31841 -2.28691  0.430
H33 -2.84328 -3.67983 -2.89695  0.298
H34 -4.46608 -2.28622 -2.40139  0.253
H35 -4.65546 -2.30479 -0.62066  0.148
H36 -5.92180 -2.96100 -1.65125  0.317
C21 0.51683 -1.07188 -5.19009  -0.922
O3 0.20688 -2.22068 -4.42162  -0.198
C22 -0.67676 -3.11765 -5.09135  -0.188
C23 0.02691 -4.42258 -5.40738  -0.357
N6 1.02691 -4.23709 -6.45149  -0.313
C24 1.89333 -5.39647 -6.65673  -0.673
C25 2.83256 -5.78577 -5.51673  -0.469
O4 3.84709 -4.83110 -5.25486  -0.429
C26 3.48750 -3.80347 -4.35133  -0.519
H37 1.10928 -0.40403 -4.56477  0.247
H38 1.10886 -1.33273 -6.07273  0.360
H39 -0.39260 -0.54760 -5.49837  0.377
H40 -1.10568 -2.66812 -5.99098  0.514
H41 -1.49812 -3.32592 -4.40173  -0.091
H42 -0.71232 -5.15568 -5.74233  0.394
H43 0.48023 -4.78961 -4.47635  0.164
H44 1.60637 -3.44262 -6.21351  0.095
H45 2.50964 -5.17636 -7.53190  0.369
H46 1.27370 -6.25974 -6.91741  0.394
H47 3.35350 -6.69565 -5.82639  0.354
H48 2.29506 -6.04297 -4.59634  0.330
H49 2.77072 -4.14600 -3.60015  0.254
H50 3.08487 -2.93578 -4.88211  0.150
H51 4.39456 -3.47912 -3.83910  0.337
C27 -0.31098 -2.25908 2.57315  -0.053
O5 -1.41206 -2.47256 3.44336  -0.385
C28 -2.19069 -3.61430 3.09455  -0.560
C29 -2.07977 -4.68126 4.16546  -0.326
N7 -0.74965 -5.27927 4.16801  -0.288
C30 -0.49521 -6.15767 5.30790  -0.700
C31 -0.45332 -5.51883 6.69477  -0.473
O6 0.63580 -4.63213 6.88736  -0.422
C32 0.40007 -3.29483 6.48821  -0.527
H52 0.16023 -1.31596 2.85592  0.238
H53 0.43105 -3.05869 2.67480  0.305
H54 -0.64390 -2.19062 1.53434  -0.197
H55 -1.91596 -4.00722 2.11240  0.150
H56 -3.23324 -3.28316 3.04013  0.392
H57 -2.82445 -5.45940 3.97526  0.433
H58 -2.31159 -4.20983 5.12972  0.214
H59 -0.05816 -4.54071 4.17234  0.063
H60 0.47571 -6.62759 5.13152  0.375
H61 -1.23809 -6.96108 5.30872  0.396
H62 -0.30970 -6.32720 7.41686  0.355
H63 -1.39953 -5.03575 6.96527  0.334
H64 -0.64617 -3.00453 6.61383  0.277
H65 0.70924 -3.13310 5.45163  0.164
H66 1.01490 -2.64778 7.11586  0.298